1.
{"formula": "C21H23N8O2S3SbSc", "method": "wB97M-V/def2-TZVPD", "total_charge": 0, "energy_ev": -97914.28081, "largest_force_ha_per_bohr": 0.00578, "de_lowest_ev": 4.071, "e_homo_ev": [-6.45, -7.78], "s2": 0.776, "homo_lumo_gap_ev": [6.50, 6.98], "multiplicity": 2, "species": ["Sc", "N", "C", "N", "C", "N", "N", "C", "N", "C", "C", "C", "C", "C", "N", "H", "H", "H", "H", "H", "H", "H", "H", "O", "C", "C", "C", "C", "C", "C", "C", "N", "C", "C", "N", "H", "H", "H", "H", "H", "H", "H", "S", "Sb", "S", "S", "C", "C", "C", "O", "C", "H", "H", "H", "H", "H", "H", "H", "H"], "coordinates": [[-0.123340, -0.216641, 0.290638], [1.916543, 1.948915, 2.406622], [0.660974, 2.313963, 2.160467], [-0.059784, 2.907995, 3.253798], [-0.981470, 3.868707, 2.750082], [-1.343468, 4.806817, 3.644510], [-1.483258, 3.814612, 1.564341], [-1.075229, 2.775658, 0.776377], [0.084835, 2.072088, 1.010487], [-1.797042, 2.442757, -0.404928], [-2.837066, 3.235660, -0.915037], [-3.449403, 2.846594, -2.084646], [-3.033032, 1.680624, -2.724726], [-2.021728, 0.937079, -2.144929], [-1.416982, 1.291911, -1.010656], [2.244578, 2.026694, 3.353493], [2.284583, 1.202151, 1.813348], [-0.852092, 4.874967, 4.515910], [-2.032712, 5.491603, 3.393727], [-3.120513, 4.135111, -0.390103], [-4.247288, 3.446524, -2.503560], [-3.488320, 1.337557, -3.642296], [-1.706823, 0.001005, -2.587100], [1.730249, -0.463530, 1.053923], [2.057338, -1.434003, 1.912117], [3.263127, -2.125665, 1.751627], [3.624645, -3.131159, 2.629180], [2.803388, -3.468480, 3.697831], [1.618470, -2.776115, 3.883774], [1.226693, -1.768882, 3.005799], [-0.021524, -0.970449, 3.166188], [-0.736565, -0.601295, 2.216721], [-0.732311, 1.747724, 3.842944], [-0.009005, 0.912279, 4.588904], [-0.205358, -0.467851, 4.545088], [3.891008, -1.862200, 0.910610], [4.554923, -3.663228, 2.475131], [3.081688, -4.264550, 4.375216], [0.969565, -3.043093, 4.711788], [-1.638237, 1.429880, 3.341660], [0.880880, 1.280906, 5.096376], [0.413330, -0.943455, 5.186809], [-2.163695, -2.384300, -3.449337], [0.063052, -2.545481, -3.401485], [0.935705, -2.462647, -1.035474], [1.208399, -0.657383, -2.105910], [-3.913448, -1.625533, 1.343380], [-3.624111, -2.948989, 0.644540], [-2.199206, -2.752677, 0.160199], [-2.052152, -1.322572, -0.066369], [-3.233688, -0.636661, 0.419923], [-3.431580, -1.592598, 2.322082], [-4.976074, -1.417516, 1.460780], [-4.297784, -3.100822, -0.200458], [-3.706056, -3.808749, 1.307798], [-1.987038, -3.250220, -0.783318], [-1.467758, -3.042520, 0.918044], [-3.851100, -0.377030, -0.444372], [-2.921935, 0.269019, 0.937469]], "forces_ev_per_angstrom": [[-0.18, -0.03, -0.24], [0.00, -0.01, -0.02], [0.09, 0.05, -0.08], [0.02, -0.05, -0.04], [0.00, 0.00, -0.04], [0.03, -0.01, 0.07], [-0.04, 0.00, 0.00], [0.02, 0.06, 0.10], [0.05, 0.01, 0.16], [-0.06, -0.04, -0.12], [0.04, -0.04, -0.01], [-0.01, 0.00, 0.00], [0.01, 0.00, 0.01], [0.01, 0.03, -0.03], [-0.02, 0.01, 0.05], [-0.01, -0.02, 0.00], [-0.03, 0.03, 0.03], [-0.01, 0.00, 0.00], [0.00, 0.00, -0.03], [0.02, 0.00, 0.02], [0.00, 0.00, 0.00], [0.00, -0.01, 0.00], [-0.01, -0.01, 0.00], [0.09, 0.03, 0.01], [0.01, -0.02, 0.02], [-0.05, 0.01, 0.03], [0.03, -0.01, -0.02], [-0.03, -0.03, 0.05], [0.01, 0.01, -0.02], [0.07, -0.04, -0.03], [0.02, -0.09, -0.01], [0.02, 0.08, 0.06], [-0.08, 0.05, 0.02], [0.00, 0.06, 0.03], [0.01, 0.01, 0.01], [0.00, 0.01, -0.02], [0.01, 0.00, 0.00], [0.00, 0.00, 0.00], [-0.01, 0.00, 0.01], [0.01, -0.02, 0.02], [0.01, -0.02, 0.01], [-0.04, 0.02, -0.02], [-0.10, 0.05, 0.07], [0.20, -0.10, -0.07], [-0.01, 0.05, -0.03], [-0.11, -0.05, 0.05], [-0.01, 0.03, -0.01], [0.00, -0.04, 0.03], [0.13, -0.03, -0.01], [-0.07, 0.03, -0.05], [-0.05, 0.00, 0.02], [0.00, -0.01, 0.00], [0.00, 0.01, -0.01], [0.00, 0.04, -0.02], [0.01, -0.01, -0.01], [0.01, 0.00, 0.02], [-0.02, 0.01, 0.00], [0.00, -0.01, 0.02], [0.01, 0.00, -0.01]], "nbo_charge": [1.631, -0.750, 0.666, -0.530, 0.595, -0.774, -0.537, 0.315, -0.624, 0.141, -0.229, -0.150, -0.280, 0.081, -0.544, 0.403, 0.452, 0.410, 0.412, 0.239, 0.219, 0.232, 0.241, -0.875, 0.335, -0.227, -0.205, -0.256, -0.189, -0.210, 0.446, -0.874, -0.120, 0.014, -0.638, 0.218, 0.212, 0.212, 0.204, 0.224, 0.178, 0.378, -0.819, 0.988, -0.357, -0.379, -0.430, -0.433, -0.059, -0.602, -0.053, 0.225, 0.220, 0.212, 0.223, 0.224, 0.195, 0.191, 0.208]}



2.
{"formula": "C2H10N3", "method": "wB97M-V/def2-TZVPD", "total_charge": 1, "energy_ev": -6698.39651, "largest_force_ha_per_bohr": 0.06899, "de_lowest_ev": 2.642, "e_homo_ev": -13.77, "homo_lumo_gap_ev": 9.51, "species": ["C", "N", "H", "H", "H", "H", "H", "H", "N", "C", "N", "H", "H", "H", "H"], "coordinates": [[-1.338559, -1.307427, -1.538598], [-0.566839, 0.010639, -1.758385], [-1.935430, -1.398063, -2.437070], [-0.599135, -2.002709, -1.506516], [-1.907272, -1.304996, -0.635697], [-1.263164, 0.724802, -1.908957], [-0.108223, 0.056964, -2.602530], [0.247627, 0.369325, -0.803960], [0.396646, -0.010823, 2.290168], [1.162665, 0.466446, 1.264919], [0.707772, 1.076865, 0.152825], [0.908270, -0.672665, 2.898361], [-0.585272, -0.384393, 2.074845], [2.207609, 0.118102, 1.297451], [0.327301, 2.002746, 0.473897]], "forces_ev_per_angstrom": [[0.01, 3.13, -1.68], [-1.79, -0.65, 2.83], [-0.42, -0.56, 0.20], [1.79, -2.45, 0.10], [-0.38, 0.34, 0.45], [-0.27, 0.58, 0.60], [1.65, -0.72, -2.48], [-1.00, 0.74, -0.61], [0.09, -1.17, -1.32], [-1.28, -1.64, -0.56], [1.07, 1.04, 2.94], [-0.45, 0.84, -0.19], [1.78, 1.59, 0.47], [-0.18, 0.25, 0.22], [-0.62, -1.32, -0.98]], "nbo_charge": [-0.395, -0.738, 0.223, 0.208, 0.213, 0.396, 0.397, 0.443, -0.735, 0.478, -0.946, 0.419, 0.433, 0.182, 0.423]}



3.
{"formula": "C46H71N8O16", "method": "wB97M-V/def2-TZVPD", "total_charge": -3, "energy_ev": -93513.41459, "largest_force_ha_per_bohr": 0.10154, "e_homo_ev": -1.85, "homo_lumo_gap_ev": 0.91, "species": ["C", "N", "C", "C", "C", "C", "C", "C", "C", "C", "N", "C", "C", "C", "H", "H", "H", "H", "H", "H", "H", "H", "H", "H", "H", "H", "H", "H", "C", "C", "N", "C", "C", "N", "C", "C", "H", "H", "H", "H", "H", "H", "H", "H", "H", "H", "H", "C", "C", "N", "C", "C", "N", "C", "C", "H", "H", "H", "H", "H", "H", "H", "H", "H", "H", "H", "C", "C", "N", "C", "C", "N", "C", "C", "H", "H", "H", "H", "H", "H", "H", "H", "H", "H", "H", "C", "C", "O", "O", "H", "H", "H", "C", "C", "O", "O", "H", "H", "H", "C", "C", "O", "O", "H", "H", "H", "C", "C", "O", "O", "H", "H", "H", "C", "C", "O", "O", "H", "H", "H", "C", "C", "O", "O", "H", "H", "H", "C", "C", "O", "O", "H", "H", "H", "C", "C", "O", "O", "H", "H", "H"], "coordinates": [[5.342210, -5.487502, 3.690935], [4.344810, -5.481812, 2.595125], [4.663440, -6.129382, 1.433005], [3.703030, -6.119252, 0.436615], [2.416200, -5.543142, 0.550865], [2.146190, -4.984812, 1.822535], [3.154260, -4.916232, 2.760785], [1.398460, -5.594092, -0.483055], [1.334440, -6.665312, -1.418915], [0.275420, -6.779272, -2.257595], [-0.665020, -5.797232, -2.258605], [-0.650620, -4.728272, -1.429565], [0.331460, -4.669762, -0.458585], [-1.872070, -5.946292, -3.092955], [5.020320, -4.940242, 4.576925], [6.242620, -4.971882, 3.357035], [5.584820, -6.521512, 3.936035], [5.637150, -6.590092, 1.510675], [3.936000, -6.553562, -0.524375], [1.169930, -4.559482, 2.002585], [3.131580, -4.340352, 3.674135], [2.165990, -7.352122, -1.362345], [0.146650, -7.558852, -2.993845], [-1.496790, -4.069012, -1.555175], [0.252960, -3.821322, 0.205035], [-2.333130, -6.933042, -3.050085], [-1.443470, -5.832662, -4.088695], [-2.579030, -5.128622, -2.952515], [4.176640, -4.842932, -7.478595], [3.129910, -4.902702, -8.609585], [2.933680, -6.151852, -9.263695], [1.805700, -6.646142, -9.828705], [2.069240, -7.988412, -10.100395], [3.366300, -8.276172, -9.845635], [3.903950, -7.143612, -9.271935], [4.058520, -9.563092, -9.980515], [3.801770, -5.468942, -6.668855], [4.196510, -3.866582, -6.994395], [5.219920, -5.115132, -7.638525], [3.452460, -4.252272, -9.422595], [2.126640, -4.661842, -8.258135], [0.966020, -5.997472, -10.030085], [1.507250, -8.849792, -10.429915], [4.881300, -7.040502, -8.824085], [5.129390, -9.438862, -9.819505], [3.816620, -9.953842, -10.968885], [3.722820, -10.289722, -9.240645], [-9.881580, -0.432512, 5.370565], [-9.568700, -0.085722, 6.891425], [-10.881020, 0.087078, 7.574355], [-11.662530, 1.281248, 7.633215], [-12.572470, 1.122018, 8.715295], [-12.434920, -0.137392, 9.173825], [-11.464340, -0.811562, 8.376135], [-13.248390, -0.645262, 10.295055], [-8.938880, -0.467122, 4.824465], [-10.668860, 0.236808, 5.023725], [-10.178450, -1.480382, 5.326565], [-9.135850, 0.896128, 7.083025], [-8.912970, -0.778292, 7.419125], [-11.462050, 2.153808, 7.029195], [-13.215190, 1.778278, 9.283305], [-11.136620, -1.798112, 8.668915], [-13.323670, -1.732112, 10.260655], [-14.277050, -0.285062, 10.280315], [-12.723060, -0.417912, 11.222655], [-1.551100, 2.388998, 0.103455], [-0.459970, 3.018708, 1.026745], [0.838820, 2.600308, 0.674395], [1.666260, 1.697658, 1.292065], [2.817460, 1.505368, 0.550505], [2.691010, 2.317738, -0.578345], [1.518680, 2.970548, -0.478985], [3.847690, 2.564598, -1.460705], [-1.724800, 1.356598, 0.406885], [-1.326440, 2.227588, -0.950865], [-2.477850, 2.959608, 0.163495], [-0.597560, 2.854008, 2.095405], [-0.496950, 4.104818, 1.110895], [1.337320, 1.217518, 2.201825], [3.665250, 0.849678, 0.683615], [1.269410, 3.779488, -1.149715], [3.989830, 1.559208, -1.857055], [4.727510, 2.972648, -0.963175], [3.560710, 3.206688, -2.293445], [1.227970, 6.027738, 6.996695], [-0.093500, 6.041228, 7.822275], [-1.129510, 6.351808, 7.199445], [-0.082160, 5.804808, 9.000015], [1.675370, 5.035808, 6.933395], [1.928600, 6.632508, 7.572435], [1.169600, 6.499088, 6.015615], [10.480810, 0.500888, -6.394065], [11.869450, -0.101142, -6.806045], [12.549350, 0.521018, -7.602095], [12.282200, -1.112512, -6.261705], [9.743830, 0.295168, -7.170355], [10.506930, 1.558568, -6.131895], [10.285410, 0.085288, -5.405535], [3.255080, 5.161328, -9.505465], [3.239270, 6.237458, -8.365015], [3.752630, 7.402378, -8.406195], [2.750530, 5.964678, -7.249225], [3.490390, 4.222388, -9.004335], [3.909730, 5.362808, -10.353365], [2.279420, 5.075518, -9.983815], [-2.824660, -0.093662, 8.335705], [-1.991440, -0.778832, 7.309575], [-0.833900, -1.019972, 7.677295], [-2.559130, -1.057922, 6.218845], [-3.577210, -0.712472, 8.824415], [-3.416600, 0.667058, 7.826775], [-2.362240, 0.514708, 9.112985], [-11.279590, 5.420868, 0.742775], [-12.195830, 6.455358, 1.408095], [-12.212740, 7.675278, 1.142705], [-13.067030, 6.135868, 2.276665], [-10.259290, 5.797118, 0.668435], [-11.537250, 5.243788, -0.301425], [-11.253470, 4.555798, 1.405405], [5.678400, 7.768848, 1.147295], [5.023610, 8.233858, -0.123645], [5.608620, 8.177228, -1.256155], [3.914750, 8.841108, -0.121375], [5.980990, 6.721968, 1.171305], [5.016920, 7.921058, 2.000155], [6.627780, 8.235638, 1.409755], [-3.775140, 6.630298, -5.094285], [-3.277600, 7.715168, -4.100495], [-3.915380, 7.868928, -3.029785], [-2.173960, 8.211188, -4.348455], [-4.172990, 7.161798, -5.958755], [-4.589110, 6.022878, -4.698565], [-3.068430, 5.848028, -5.371265], [8.434570, 2.838198, 5.978995], [8.210940, 1.535858, 5.304335], [8.590890, 1.436088, 4.078815], [7.520820, 0.755478, 6.029845], [9.453320, 3.179908, 5.796025], [8.263990, 2.811638, 7.055235], [7.694790, 3.544348, 5.601925]], "forces_ev_per_angstrom": [[0.03, 0.23, -0.66], [1.95, -0.48, 0.92], [-1.92, 0.37, -0.58], [2.09, -1.19, 0.00], [-2.19, -0.44, -1.76], [0.95, 1.07, 1.23], [-2.05, 1.03, -0.25], [2.87, -0.03, 2.96], [-0.04, -0.11, -0.75], [1.63, -0.30, 0.41], [-3.10, -0.21, -1.42], [1.74, 0.03, 2.60], [-2.85, 1.34, -1.64], [1.77, 0.08, -0.80], [-0.40, -0.22, -0.20], [0.10, -0.11, -0.09], [0.00, 0.05, 0.18], [-0.02, -0.11, -0.89], [0.36, -0.22, 0.01], [0.17, 0.14, 0.38], [-0.78, -0.11, 0.15], [-0.30, -0.44, -0.43], [0.02, -0.14, 0.09], [0.26, 0.27, 0.34], [0.37, -0.05, 0.15], [-0.11, 0.05, 0.41], [-0.65, -0.10, -0.67], [0.08, -0.30, 0.29], [-0.97, -0.55, 0.95], [0.78, 1.93, -0.16], [3.04, -4.24, 0.00], [0.14, -1.62, -0.18], [-0.86, 0.11, -0.81], [1.36, 2.78, 2.19], [-1.98, 0.16, -0.61], [-0.30, -0.20, -0.02], [0.13, -0.33, 0.10], [-0.13, 0.25, -0.55], [-0.20, 0.00, -0.68], [-0.34, 0.62, 0.22], [0.31, 0.62, 0.18], [-0.13, -0.37, 0.20], [-0.62, 0.63, -0.33], [-0.10, -0.07, -0.21], [-0.15, 0.20, -0.33], [0.36, 0.03, 0.03], [-0.26, 0.24, 0.09], [1.13, -0.43, 1.97], [-0.94, 0.68, -1.55], [-2.38, 0.03, 1.20], [-0.20, -0.91, 2.29], [1.96, 0.25, -2.12], [1.13, -1.90, -1.87], [-1.20, 2.02, 2.67], [0.65, -0.92, 0.02], [-0.19, 0.79, -0.27], [0.42, -0.10, -0.41], [-0.56, 0.07, 0.12], [0.34, -0.02, -0.69], [-0.51, -0.31, -0.03], [0.16, -0.16, 0.05], [-0.04, 0.31, -0.67], [0.19, 0.08, -0.41], [0.17, 0.02, -0.27], [0.33, 0.39, -0.16], [-0.28, 0.26, 0.02], [0.07, -0.30, 0.78], [-1.99, 0.81, 0.27], [4.14, -0.19, -3.10], [0.54, -0.83, 0.10], [-1.56, 0.54, 0.02], [-0.69, 0.70, 2.16], [0.14, 0.00, 0.90], [-0.97, -0.69, -0.89], [-0.26, 0.05, 0.49], [0.61, 0.84, -0.05], [0.07, -0.12, 0.10], [-0.21, -1.00, -0.08], [0.07, 0.23, -1.01], [0.19, 0.02, 0.00], [-0.12, 0.18, 0.15], [-0.37, -0.11, 0.06], [0.82, 0.24, -0.23], [-0.34, -0.17, 0.28], [-0.06, 0.06, 0.19], [0.08, 0.33, 0.73], [0.69, 0.52, -3.12], [-0.91, 0.28, -0.82], [0.51, -0.76, 3.23], [-0.23, -0.09, -0.06], [0.19, 0.02, 0.11], [-0.37, -0.24, -0.04], [0.76, -0.37, 0.90], [-0.30, 1.11, 0.47], [0.69, 2.29, -2.52], [-0.52, -2.78, 1.85], [-0.21, -0.01, 0.28], [0.30, 0.28, -0.83], [-0.72, -0.66, -0.25], [-0.23, 0.83, 0.53], [0.73, 1.61, 0.89], [-0.03, -1.14, -1.80], [-0.67, -1.54, -0.27], [0.06, -0.05, -0.25], [0.47, 0.19, 0.42], [-0.32, 0.02, 0.43], [-1.96, 1.97, 0.75], [0.33, -0.69, -0.30], [0.95, -0.44, -0.26], [0.01, -0.02, 0.04], [0.08, -0.50, -0.04], [-0.34, 0.04, -0.33], [0.76, -0.54, 0.06], [0.40, 0.69, 0.55], [-2.58, 1.94, 1.41], [2.04, 0.38, -1.93], [0.64, -2.70, 0.16], [0.06, 0.27, 0.22], [-0.47, -0.36, 0.19], [-0.20, -0.32, -0.51], [0.13, -0.58, 0.93], [0.08, 1.50, -1.90], [-0.08, -0.62, 1.34], [0.51, -0.79, 0.74], [-0.39, -0.25, -0.48], [-0.16, 0.06, -0.10], [-0.09, 0.62, -0.51], [-0.84, 0.08, 0.12], [-0.03, -2.22, 0.84], [-0.16, 0.38, -0.46], [0.51, 0.87, -0.37], [0.20, -0.23, -0.34], [-0.38, 0.42, 0.40], [0.66, 0.65, -0.21], [0.63, 1.40, 0.75], [-0.98, -1.02, -1.48], [-0.56, -0.33, 2.26], [0.70, -0.41, -1.12], [-0.05, 0.36, -0.18], [0.07, -0.30, 0.02], [0.21, 0.19, -0.30]], "lowdin_charge": [-0.009, -0.166, -0.042, -0.028, -0.208, -0.011, -0.062, -0.216, -0.043, -0.102, -0.192, -0.080, -0.038, -0.039, 0.096, 0.096, 0.087, 0.118, 0.093, 0.103, 0.131, 0.093, 0.101, 0.108, 0.102, 0.081, 0.075, 0.082, -0.051, -0.163, -0.071, 0.018, -0.016, -0.094, 0.053, 0.023, 0.085, 0.096, 0.082, 0.140, 0.139, 0.145, 0.138, 0.157, 0.106, 0.104, 0.105, -0.030, -0.112, -0.064, 0.054, -0.013, -0.107, 0.032, 0.005, 0.086, 0.079, 0.070, 0.130, 0.131, 0.139, 0.139, 0.159, 0.095, 0.101, 0.103, -0.043, -0.171, -0.058, 0.009, 0.009, -0.095, 0.032, 0.031, 0.072, 0.070, 0.082, 0.140, 0.138, 0.146, 0.139, 0.174, 0.100, 0.115, 0.106, -0.029, -0.806, -0.008, 0.012, 0.063, 0.057, 0.057, -0.056, -0.881, -0.096, -0.101, 0.045, 0.047, 0.042, -0.024, -0.700, -0.014, 0.008, 0.061, 0.057, 0.056, -0.085, -0.844, -0.086, -0.140, 0.047, 0.050, 0.059, -0.049, -0.787, -0.094, -0.148, 0.059, 0.059, 0.050, -0.024, -0.697, 0.017, 0.031, 0.071, 0.074, 0.075, -0.044, -0.765, -0.030, 0.013, 0.056, 0.050, 0.057, -0.077, -0.774, -0.133, -0.093, 0.060, 0.057, 0.070]}